No. 1
{"formula": "C5H2ClF3O", "method": "ωB97M-V/def2-TZVPD", "relative_energy_ev": 0.000, "smiles": "O=C(Cl)C1=C(F)C(F)(F)C1", "lumo_energy_ev": [-1.5, -1.5], "orbital_gap_ha": [0.320, 0.320], "species": ["O", "C", "Cl", "C", "C", "F", "C", "F", "F", "C", "H", "H"], "xyz": [[-3.0264, 2.3380, -0.0403], [-2.2955, 1.4372, -0.3008], [-2.6228, 0.3561, -1.6786], [-1.0905, 1.0512, 0.3541], [-0.3490, 1.6336, 1.6219], [-0.6173, 2.5143, 2.5350], [0.7940, 0.6795, 1.3561], [1.0897, -0.1756, 2.3607], [1.9615, 1.2747, 1.0214], [0.0433, 0.0834, 0.1384], [-0.2167, -0.9647, 0.2651], [0.5960, 0.2056, -0.7948]]}

***

No. 2
{"formula": "C27H57NO5S2", "method": "ωB97M-V/def2-TZVPD", "lumo_energy_ev": 0.6, "orbital_gap_ha": 0.324, "species": ["C", "S", "O", "O", "O", "S", "O", "O", "C", "C", "C", "C", "N", "C", "C", "C", "C", "H", "H", "H", "H", "H", "H", "H", "H", "H", "H", "H", "H", "H", "H", "H", "C", "C", "C", "C", "C", "C", "H", "H", "H", "H", "H", "H", "H", "H", "H", "H", "H", "H", "H", "H", "C", "C", "C", "C", "C", "C", "H", "H", "H", "H", "H", "H", "H", "H", "H", "H", "H", "H", "H", "H", "C", "C", "C", "C", "C", "C", "H", "H", "H", "H", "H", "H", "H", "H", "H", "H", "H", "H", "H", "H"], "xyz": [[7.9772, -2.2387, 1.5732], [7.0405, -2.8306, 2.9596], [7.8393, -3.7621, 3.6898], [6.6079, -1.7079, 3.7281], [5.8207, -3.5711, 2.2194], [4.3687, -3.7257, 3.1040], [3.7662, -2.4370, 3.2234], [3.6623, -4.4345, 1.8370], [2.5036, -5.1939, 2.2415], [1.2237, -4.3728, 2.2119], [0.5406, -4.3998, 0.8415], [-0.2969, -3.1726, 0.5307], [-1.3773, -2.8975, 1.4612], [-2.1610, -1.7765, 1.3759], [-3.0769, -1.7653, 2.3927], [-2.8643, -2.9551, 3.1535], [-1.8307, -3.6094, 2.5324], [7.3535, -2.3368, 0.6866], [8.1922, -1.1870, 1.6984], [8.8420, -2.8695, 1.4150], [2.4330, -6.0379, 1.5624], [2.6275, -5.5988, 3.2470], [1.3885, -3.3524, 2.5486], [0.5758, -4.8246, 2.9578], [1.3305, -4.4169, 0.0922], [-0.0736, -5.2911, 0.7256], [0.3696, -2.3082, 0.5505], [-0.6947, -3.2059, -0.4813], [-2.0610, -1.0272, 0.6125], [-3.8203, -1.0104, 2.5694], [-3.3977, -3.2643, 4.0303], [-1.4521, -4.5600, 2.8592], [-4.0728, 5.4756, -0.4983], [-3.8701, 4.5098, -1.6619], [-4.6235, 3.1916, -1.4908], [-4.2005, 2.3589, -0.2796], [-2.7198, 1.9851, -0.2405], [-2.2845, 1.1146, -1.4168], [-3.6970, 5.0642, 0.4396], [-3.5426, 6.4110, -0.6832], [-5.1324, 5.7085, -0.3701], [-2.8021, 4.3242, -1.8053], [-4.2198, 4.9889, -2.5802], [-4.5074, 2.5972, -2.4016], [-5.6945, 3.4034, -1.4077], [-4.7983, 1.4419, -0.2630], [-4.4527, 2.8963, 0.6389], [-2.5279, 1.4411, 0.6888], [-2.0998, 2.8845, -0.2016], [-2.8626, 0.1880, -1.4481], [-1.2291, 0.8509, -1.3246], [-2.4117, 1.6290, -2.3701], [11.1239, -4.1530, -4.5243], [10.1886, -3.4414, -3.5511], [10.4266, -3.8248, -2.0915], [10.1942, -5.3013, -1.7651], [8.7961, -5.8215, -2.0962], [7.6917, -5.1222, -1.3097], [10.9873, -5.2350, -4.4986], [10.9358, -3.8244, -5.5472], [12.1676, -3.9357, -4.2891], [9.1494, -3.6346, -3.8309], [10.3336, -2.3626, -3.6520], [9.7874, -3.2046, -1.4552], [11.4555, -3.5684, -1.8204], [10.3862, -5.4551, -0.6984], [10.9320, -5.9120, -2.2922], [8.7643, -6.8902, -1.8700], [8.5981, -5.7292, -3.1673], [7.8487, -5.2406, -0.2347], [6.7170, -5.5458, -1.5548], [7.6516, -4.0548, -1.5360], [-8.3884, 4.6557, 1.1879], [-9.6240, 5.2819, 0.5479], [-9.3018, 6.1548, -0.6636], [-8.4232, 7.3725, -0.3715], [-8.9799, 8.3359, 0.6755], [-10.3076, 8.9700, 0.2699], [-7.7031, 5.4140, 1.5699], [-8.6723, 4.0184, 2.0265], [-7.8479, 4.0396, 0.4655], [-10.1764, 5.8567, 1.2961], [-10.2947, 4.4809, 0.2259], [-10.2390, 6.4842, -1.1211], [-8.8010, 5.5404, -1.4189], [-8.2675, 7.9179, -1.3076], [-7.4315, 7.0399, -0.0512], [-8.2472, 9.1312, 0.8350], [-9.0951, 7.8278, 1.6367], [-10.2049, 9.5205, -0.6674], [-10.6476, 9.6704, 1.0340], [-11.0904, 8.2211, 0.1414]]}

***

No. 3
{"formula": "C40H54BrN9O6Re", "method": "ωB97M-V/def2-TZVPD", "relative_energy_ev": 0.449, "lumo_energy_ev": [-6.3, -6.0], "total_charge": 2, "multiplicity": 2, "orbital_gap_ha": [0.244, 0.257], "species": ["Re", "N", "C", "C", "C", "C", "N", "C", "N", "N", "C", "O", "O", "H", "H", "H", "H", "H", "H", "H", "H", "H", "H", "H", "H", "H", "H", "C", "C", "C", "C", "C", "C", "C", "Br", "C", "O", "C", "C", "C", "C", "C", "C", "H", "H", "H", "H", "H", "H", "H", "H", "H", "H", "H", "H", "H", "H", "H", "H", "H", "H", "H", "H", "C", "O", "C", "C", "C", "C", "C", "C", "O", "C", "O", "C", "H", "H", "H", "H", "H", "H", "H", "H", "H", "C", "C", "N", "C", "C", "N", "C", "N", "N", "N", "C", "C", "C", "C", "C", "C", "H", "H", "H", "H", "H", "H", "H", "H", "H", "H", "H"], "xyz": [[0.1083, -0.0022, -0.5384], [1.1090, -0.1756, 1.4373], [1.2188, 1.1674, 2.0641], [1.7303, 1.2617, 3.4997], [1.4591, 0.1134, 4.4827], [0.2134, 0.3570, 5.3288], [-0.9836, 0.4820, 4.4860], [-1.5939, -0.5386, 3.9004], [-2.4081, -0.3096, 2.8688], [-1.3915, -1.7906, 4.3156], [-0.1025, 1.8165, 1.7293], [-0.8466, 2.3099, 2.5520], [-0.3219, 1.7536, 0.4391], [0.5496, -0.7912, 2.0205], [2.0205, -0.6074, 1.3633], [1.9133, 1.7286, 1.4427], [1.3353, 2.1945, 3.9113], [2.8112, 1.3998, 3.4365], [2.3059, 0.0395, 5.1664], [1.3914, -0.8597, 3.9805], [0.3126, 1.2916, 5.8735], [0.0838, -0.4263, 6.0722], [-1.0748, 1.3707, 4.0104], [-2.4508, 0.6156, 2.4656], [-2.7717, -1.0664, 2.3159], [-0.9243, -1.9661, 5.1871], [-1.9441, -2.5436, 3.9418], [-3.2040, -7.2274, -0.5503], [-3.7337, -5.9121, 0.0471], [-3.9103, -6.0969, 1.5603], [-5.1029, -5.5961, -0.5641], [-2.7201, -4.8101, -0.2642], [-1.6945, -4.4912, 0.6116], [-0.7834, -3.5152, 0.2619], [0.6386, -3.2298, 1.5094], [-0.8001, -2.8110, -0.9459], [0.1226, -1.7954, -1.1612], [-1.7581, -3.2112, -1.8923], [-2.6995, -4.1622, -1.4894], [-1.7883, -2.8384, -3.4013], [-3.2282, -2.5606, -3.8678], [-0.9468, -1.6242, -3.7827], [-1.2266, -4.0583, -4.1569], [-3.8735, -8.0535, -0.2896], [-2.2085, -7.4584, -0.1613], [-3.1411, -7.1681, -1.6407], [-4.7554, -6.7627, 1.7502], [-4.1152, -5.1423, 2.0582], [-3.0303, -6.5545, 2.0220], [-5.8145, -6.3777, -0.2878], [-5.0750, -5.5601, -1.6551], [-5.4887, -4.6399, -0.1939], [-1.5790, -5.0062, 1.5575], [-3.4516, -4.4412, -2.2168], [-3.7064, -1.8043, -3.2352], [-3.8544, -3.4545, -3.8690], [-3.2095, -2.1863, -4.8945], [-1.2814, -0.7390, -3.2442], [-1.0608, -1.4332, -4.8531], [0.1100, -1.7932, -3.5778], [-1.8218, -4.9523, -3.9576], [-0.1975, -4.2630, -3.8467], [-1.2350, -3.8719, -5.2371], [-6.5394, -1.5309, 0.7368], [-6.5011, -0.3850, -0.1218], [-5.3275, 0.0955, -0.4810], [-5.3715, 1.2099, -1.3653], [-4.2160, 1.7369, -1.8117], [-2.9322, 1.1967, -1.4495], [-1.7867, 1.6480, -2.0925], [-1.7169, 2.9001, -2.8970], [-0.6446, 0.9816, -2.0697], [-2.9047, 0.1073, -0.5058], [-1.8248, -0.4246, -0.0017], [-4.1195, -0.4140, -0.0493], [-7.5853, -1.7842, 0.8488], [-6.1168, -1.2964, 1.7148], [-6.0061, -2.3695, 0.2877], [-6.3356, 1.5972, -1.6715], [-4.2701, 2.5738, -2.4915], [-2.6501, 3.1928, -3.3630], [-0.9426, 2.8003, -3.6541], [-1.4099, 3.6966, -2.2083], [-4.0821, -1.2449, 0.6453], [3.9305, 0.0923, 0.1786], [3.3263, 0.0994, -1.1836], [2.0357, 0.1965, -1.5185], [1.9797, 0.1907, -2.9120], [3.2284, 0.0836, -3.4005], [4.0679, 0.0227, -2.3024], [5.5315, -0.1380, -2.3782], [5.9728, -1.3225, -1.7155], [6.6975, -1.2146, -0.5525], [6.9306, -2.3902, -0.1084], [6.3529, -3.3158, -0.9772], [6.3193, -4.7124, -0.9209], [5.6265, -5.3654, -1.9152], [4.9854, -4.6581, -2.9530], [5.0205, -3.2828, -3.0268], [5.7267, -2.6324, -2.0093], [3.4368, 0.8212, 0.8163], [4.9837, 0.3545, 0.1424], [3.8780, -0.9039, 0.6321], [1.0539, 0.2837, -3.4503], [3.5968, 0.0404, -4.4144], [6.0372, 0.6963, -1.9095], [5.7947, -0.1653, -3.4292], [6.8283, -5.2454, -0.1256], [5.5766, -6.4474, -1.9100], [4.4536, -5.2163, -3.7143], [4.5345, -2.7474, -3.8347]]}

***

No. 4
{"formula": "C6H6N3O2", "method": "ωB97M-V/def2-TZVPD", "relative_energy_ev": 7.491, "lumo_energy_ev": [3.2, 1.9], "total_charge": -1, "orbital_gap_ha": [0.269, 0.199], "species": ["C", "C", "C", "C", "C", "C", "N", "N", "N", "O", "O", "H", "H", "H", "H", "H", "H"], "xyz": [[1.4983, -0.0274, -1.1541], [1.6284, 0.5091, 0.1118], [0.2721, -0.2577, -1.7845], [0.5051, 0.7908, 0.8026], [-0.9384, -0.0049, -1.1322], [-0.8180, 0.5617, 0.2748], [-1.1041, 1.0558, 3.7081], [-2.0080, 0.7944, 0.8784], [-1.6079, 1.1503, 4.7951], [-2.4494, 0.4887, 5.3757], [-0.7958, 2.0223, 5.3021], [2.3775, -0.3609, -1.6124], [2.5622, 0.7302, 0.5671], [0.1842, -0.7644, -2.7423], [0.3507, 1.3507, 1.7318], [-1.8862, -0.1733, -1.7516], [-1.8538, 1.2639, 1.7577]]}

***

no.,E (eV)
1,-27937.32048
2,-62320.40660
3,-140214.80962
4,-14878.74373